# 1
{"formula": "C23H25NO9S", "method": "wB97M-V/def2-TZVPD", "species": ["C", "C", "O", "O", "C", "C", "O", "C", "S", "C", "C", "C", "C", "C", "C", "C", "C", "N", "C", "C", "O", "C", "C", "O", "C", "O", "C", "C", "O", "C", "O", "C", "C", "O", "H", "H", "H", "H", "H", "H", "H", "H", "H", "H", "H", "H", "H", "H", "H", "H", "H", "H", "H", "H", "H", "H", "H", "H", "H"], "positions_angstrom": [[-2.983313, -4.044808, -0.621577], [-2.413732, -2.783827, -1.211368], [-3.030081, -1.979726, -1.858737], [-1.112229, -2.673762, -0.914553], [-0.442635, -1.488566, -1.306457], [-1.060729, -0.239622, -0.652964], [-1.478588, -0.617552, 0.650486], [-1.518510, 0.378183, 1.604204], [0.073961, 0.503941, 2.597617], [0.879846, -0.979750, 2.054590], [0.269678, -2.199939, 2.192204], [0.887778, -3.359591, 1.707737], [2.113289, -3.294520, 1.103819], [2.770872, -2.057431, 0.955531], [4.022756, -1.916918, 0.320938], [4.570481, -0.672253, 0.183604], [3.860388, 0.432735, 0.681991], [2.710209, 0.344104, 1.288320], [2.150310, -0.872100, 1.437045], [-1.792601, 1.756611, 1.000902], [-2.991136, 1.729784, 0.234086], [-4.160314, 1.600329, 0.892752], [-5.295315, 1.497902, -0.083306], [-4.246226, 1.567147, 2.088810], [-0.656467, 2.159972, 0.052587], [0.297482, 2.833200, 0.854654], [1.418088, 3.329542, 0.301417], [2.340228, 3.797370, 1.386612], [1.627006, 3.377987, -0.880420], [-0.059528, 0.920841, -0.643740], [0.263971, 1.265724, -1.982233], [1.487743, 0.937075, -2.432698], [1.765893, 1.615279, -3.737778], [2.235222, 0.200553, -1.845524], [-3.864133, -4.349207, -1.178654], [-3.269766, -3.837270, 0.407674], [-2.232770, -4.828806, -0.621321], [0.590361, -1.625774, -0.981352], [-0.482397, -1.377902, -2.395242], [-1.945301, 0.070980, -1.227926], [-2.298990, 0.109109, 2.321621], [-0.697012, -2.264491, 2.665945], [0.383247, -4.307271, 1.819408], [2.593439, -4.185844, 0.725908], [4.523722, -2.798249, -0.055295], [5.519353, -0.524131, -0.307068], [4.258489, 1.432680, 0.567421], [-1.875937, 2.492032, 1.810257], [-6.240583, 1.508011, 0.449885], [-5.248181, 2.320705, -0.791310], [-5.192853, 0.567945, -0.639749], [-1.045569, 2.831093, -0.725306], [1.806309, 4.456238, 2.065105], [3.198697, 4.303621, 0.957105], [2.653680, 2.918643, 1.947447], [0.861272, 0.624192, -0.125027], [0.869277, 1.635968, -4.349167], [2.582322, 1.118990, -4.252444], [2.049510, 2.640832, -3.506457]], "atomic_forces_ev_per_a": [[0.02, 0.12, -0.10], [-0.06, -0.31, 0.01], [-0.04, 0.14, -0.10], [-0.10, -0.36, 0.10], [0.04, 0.60, -0.03], [0.08, 0.05, -0.68], [-0.14, -0.07, -0.26], [-0.15, 0.12, 0.68], [-0.07, -0.32, 0.17], [-0.48, 0.23, 0.33], [0.26, 0.16, 0.00], [0.17, -0.19, -0.09], [-0.11, -0.08, 0.04], [-0.14, 0.36, 0.11], [0.16, 0.27, -0.03], [0.02, -0.41, -0.01], [-0.05, -0.02, 0.09], [0.17, 0.51, 0.06], [0.06, -0.66, -0.15], [0.44, 0.07, 0.54], [0.07, 0.05, -0.33], [-0.23, 0.00, -0.07], [0.01, -0.01, 0.14], [0.04, 0.04, 0.14], [-0.23, -0.24, -0.70], [0.00, 0.38, 0.14], [0.04, 0.12, 0.27], [0.03, 0.00, -0.12], [0.02, -0.05, -0.15], [0.19, -0.10, 0.64], [-0.42, -0.05, -0.34], [0.08, -0.04, -0.14], [0.05, -0.05, 0.10], [0.09, -0.03, -0.03], [-0.01, 0.02, -0.01], [-0.01, -0.01, 0.10], [0.01, -0.09, 0.04], [-0.10, 0.02, -0.04], [0.06, -0.01, 0.13], [0.23, -0.11, 0.14], [0.12, 0.10, -0.25], [-0.08, 0.01, 0.05], [-0.02, -0.11, -0.02], [0.03, -0.10, -0.02], [0.06, -0.05, -0.04], [0.08, 0.00, -0.05], [0.11, 0.10, -0.06], [0.01, -0.10, -0.15], [0.01, 0.00, 0.02], [-0.01, 0.04, -0.08], [0.01, -0.05, -0.07], [0.03, -0.09, 0.17], [-0.02, 0.06, 0.08], [0.00, 0.02, -0.03], [0.01, -0.08, 0.07], [-0.29, 0.10, -0.10], [-0.05, 0.03, -0.08], [0.01, -0.03, 0.01], [-0.01, 0.08, -0.02]], "orbital_gap_ha": 0.305, "total_energy_ev": -55011.0274, "smiles": "CC(=O)OC[C@H]1O[C@@H](Sc2cccc3cccnc23)[C@H](OC(C)=O)[C@@H](OC(C)=O)[C@@H]1OC(C)=O"}

# 2
{"formula": "C25H39N5O3ReSSi", "method": "wB97M-V/def2-TZVPD", "species": ["Re", "C", "C", "N", "C", "C", "N", "C", "C", "N", "C", "C", "N", "C", "C", "C", "C", "C", "C", "C", "N", "H", "H", "H", "H", "H", "H", "H", "H", "H", "H", "H", "H", "H", "H", "H", "H", "H", "H", "H", "H", "H", "H", "H", "C", "Si", "C", "C", "H", "H", "H", "H", "H", "H", "H", "H", "H", "C", "C", "C", "C", "C", "C", "C", "S", "O", "O", "O", "H", "H", "H", "H", "H", "H", "H"], "positions_angstrom": [[-0.079928, -0.352645, 0.278368], [1.857652, -4.239209, -0.098934], [0.898582, -3.097870, -0.007288], [1.242757, -1.892096, 0.441309], [2.603283, -1.561808, 0.858861], [2.954816, -0.197947, 0.269018], [1.821904, 0.772014, 0.377497], [1.831953, 1.641557, 1.583393], [1.209911, 0.911311, 2.757480], [-0.109077, 0.364731, 2.346229], [-1.278117, 1.269561, 2.623417], [-2.252748, 1.301494, 1.440309], [-2.056943, 0.074230, 0.679723], [-3.006395, -0.670054, 0.183523], [-4.461573, -0.346824, 0.253521], [-2.487266, -1.899161, -0.363757], [-3.200807, -2.984997, -0.819826], [-2.535418, -4.181601, -1.089203], [-1.183155, -4.274659, -0.833648], [-0.469247, -3.161733, -0.383730], [-1.118236, -1.955911, -0.223765], [2.419131, -4.354002, 0.828436], [2.574437, -4.091183, -0.910301], [1.341600, -5.176776, -0.281427], [3.332896, -2.289950, 0.504949], [2.654371, -1.557619, 1.949299], [3.151139, -0.319163, -0.796577], [3.853134, 0.212548, 0.735163], [1.864962, 1.376357, -0.438718], [1.249778, 2.531898, 1.338445], [2.849601, 1.958822, 1.820926], [1.105661, 1.571192, 3.620180], [1.838079, 0.077173, 3.064389], [-0.259124, -0.476306, 2.891461], [-0.903864, 2.270194, 2.834528], [-1.776955, 0.914418, 3.524931], [-2.033847, 2.141822, 0.778756], [-3.275517, 1.408359, 1.800881], [-4.639678, 0.717943, 0.114941], [-4.879229, -0.641960, 1.218678], [-5.007899, -0.880609, -0.520120], [-4.274233, -2.921795, -0.930265], [-3.083188, -5.043619, -1.440407], [-0.675020, -5.218807, -0.967030], [3.316823, 0.713810, -4.274461], [1.572386, 1.199701, -4.639824], [0.600765, -0.071229, -5.562353], [1.389045, 2.910339, -5.312301], [3.895086, 0.684803, -5.200614], [3.374290, -0.276406, -3.819754], [3.800325, 1.435938, -3.613866], [1.084925, -0.231016, -6.530134], [-0.421303, 0.253074, -5.762511], [0.563857, -1.027458, -5.040821], [1.890100, 2.978550, -6.281048], [1.841748, 3.655120, -4.655531], [0.340737, 3.173728, -5.464137], [-3.397982, 5.704531, -5.166705], [-2.704564, 4.556353, -4.496430], [-2.995718, 3.239255, -4.839610], [-2.358162, 2.177186, -4.216061], [-1.419031, 2.450387, -3.233864], [-1.106984, 3.757689, -2.864266], [-1.753743, 4.797857, -3.497006], [-0.548953, 1.130392, -2.512628], [-0.478302, 1.390860, -1.052005], [-1.109407, -0.132631, -2.882499], [0.902553, 1.271348, -2.987560], [-3.983489, 5.375290, -6.022121], [-2.676491, 6.447864, -5.505895], [-4.070808, 6.201330, -4.465661], [-3.729763, 3.039044, -5.609287], [-2.582822, 1.154283, -4.487558], [-0.366681, 3.954074, -2.099435], [-1.519164, 5.818664, -3.222748]], "atomic_forces_ev_per_a": [[0.08, 0.06, -0.02], [0.01, -0.01, 0.03], [0.03, 0.07, -0.03], [-0.23, 0.02, 0.05], [0.02, 0.02, -0.03], [0.03, 0.00, 0.05], [-0.04, -0.14, -0.10], [-0.02, -0.03, 0.02], [0.02, 0.07, -0.07], [0.06, -0.08, 0.02], [0.03, 0.03, 0.02], [-0.04, -0.02, -0.04], [-0.04, -0.13, 0.06], [0.05, 0.00, -0.04], [-0.02, 0.00, -0.04], [-0.08, 0.11, 0.05], [-0.03, 0.01, 0.00], [0.05, -0.02, 0.00], [-0.02, 0.01, -0.03], [0.12, -0.12, 0.09], [0.06, 0.00, -0.12], [0.00, -0.01, 0.00], [0.00, 0.00, 0.00], [-0.01, 0.00, -0.02], [-0.01, 0.00, 0.01], [0.00, 0.00, 0.00], [0.00, -0.01, 0.00], [0.00, 0.00, -0.01], [0.04, 0.05, 0.03], [-0.02, -0.01, 0.01], [-0.01, 0.02, 0.02], [0.02, 0.03, -0.02], [-0.02, -0.02, -0.01], [-0.01, 0.02, 0.02], [0.00, 0.00, -0.03], [0.00, 0.00, -0.01], [-0.01, 0.02, 0.02], [0.00, -0.01, 0.01], [0.01, 0.00, 0.00], [0.01, 0.00, 0.01], [-0.01, 0.00, 0.01], [0.00, 0.01, 0.00], [-0.01, 0.01, 0.00], [0.02, 0.00, 0.01], [0.01, 0.02, -0.01], [-0.06, 0.00, 0.10], [0.06, 0.03, -0.07], [0.00, 0.00, 0.00], [0.01, -0.01, 0.00], [-0.01, -0.01, 0.00], [0.00, 0.00, 0.00], [-0.02, -0.02, 0.00], [0.00, 0.00, 0.02], [0.01, 0.00, 0.01], [0.00, -0.01, 0.00], [0.00, 0.00, 0.00], [0.00, 0.01, -0.01], [0.00, 0.00, 0.00], [0.01, 0.01, 0.02], [0.01, -0.01, -0.02], [-0.02, -0.03, -0.03], [0.06, 0.03, 0.07], [0.00, 0.01, 0.00], [-0.01, -0.01, -0.02], [-0.15, -0.16, 0.05], [0.03, -0.01, -0.14], [0.08, 0.22, 0.07], [0.01, -0.03, 0.01], [0.00, 0.00, 0.00], [0.00, 0.00, 0.00], [0.00, 0.00, 0.00], [0.00, 0.00, 0.00], [-0.01, 0.00, 0.01], [0.00, -0.01, 0.00], [0.00, 0.00, 0.00]], "total_charge": 2, "spin_multiplicity": 2, "orbital_gap_ha": [0.235, 0.236], "total_energy_ev": -60983.8756}

Listing energy above the lowest of the compared OMol25 structures with the same formula, charge and spin for the structures above in their given order: 11.2 1.9 kcal per mole.